{"formula": "C55H67N4O2", "method": "ωB97M-V/def2-TZVPD", "symbols": ["C", "C", "C", "C", "C", "C", "C", "C", "C", "C", "C", "C", "C", "C", "N", "C", "C", "N", "C", "C", "C", "C", "C", "C", "C", "C", "C", "C", "C", "C", "C", "C", "C", "C", "C", "C", "C", "C", "N", "O", "O", "C", "C", "H", "H", "H", "H", "H", "H", "H", "H", "H", "H", "H", "H", "H", "H", "H", "H", "H", "H", "H", "H", "H", "H", "H", "H", "H", "H", "H", "H", "H", "H", "H", "H", "H", "H", "H", "H", "H", "H", "H", "H", "H", "H", "H", "H", "H", "H", "H", "H", "H", "H", "H", "C", "C", "N", "C", "C", "C", "C", "C", "C", "C", "C", "C", "C", "C", "C", "C", "C", "C", "H", "H", "H", "H", "H", "H", "H", "H", "H", "H", "H", "H", "H", "H", "H", "H"], "coordinates": [[-2.4783, -2.2392, 1.3937], [-3.7334, -1.5335, 1.9001], [-4.8714, -1.7718, 0.8984], [-4.1871, -2.1675, 3.2204], [-3.4208, -0.0242, 2.0549], [-3.7951, 0.8780, 1.0510], [-3.6524, 2.2523, 1.2408], [-3.3270, 2.7475, 2.5000], [-3.0706, 1.8735, 3.5553], [-3.2113, 2.3856, 5.0137], [-1.8476, 2.4621, 5.6839], [-4.1820, 1.4933, 5.7998], [-3.7900, 3.8053, 5.0683], [-2.7585, 0.5219, 3.1887], [-1.6602, -0.1763, 3.8028], [-1.7277, -0.8275, 5.1102], [-0.3021, -1.1090, 5.4690], [0.4680, -0.7408, 4.2700], [1.8957, -1.0354, 4.2863], [2.3438, -2.3473, 3.9816], [1.4697, -3.5789, 3.5999], [2.1812, -4.4269, 2.5309], [0.1302, -3.2154, 2.9939], [1.2815, -4.4458, 4.8512], [3.7086, -2.6370, 4.0768], [4.6438, -1.6391, 4.2720], [4.1998, -0.3779, 4.6444], [2.8422, -0.0895, 4.7935], [2.5327, 1.1844, 5.6493], [3.7258, 2.1554, 5.6996], [2.2816, 0.7458, 7.0966], [1.3832, 2.0073, 5.1006], [-0.3700, -0.2083, 3.2921], [-0.0465, 0.3974, 2.0251], [1.3849, 0.5228, 1.7265], [2.1475, -0.5724, 1.2466], [3.5178, -0.4626, 1.1211], [4.1403, 0.7233, 1.5825], [5.4930, 0.6672, 2.0256], [5.9404, 1.6587, 2.6632], [6.1665, -0.3699, 1.8266], [3.3934, 1.8795, 1.8864], [2.0134, 1.7856, 1.8868], [-1.5827, -1.7039, 1.7251], [-2.4321, -3.2824, 1.7329], [-2.4475, -2.2503, 0.3022], [-5.7775, -1.2398, 1.2119], [-4.6108, -1.4621, -0.1194], [-5.1052, -2.8439, 0.8582], [-4.8491, -1.4947, 3.7792], [-4.7441, -3.0922, 3.0151], [-3.3414, -2.4522, 3.8496], [-4.2178, 0.5192, 0.1083], [-3.8765, 2.9493, 0.4350], [-3.3252, 3.8288, 2.6509], [-1.1929, 3.1439, 5.1268], [-1.9456, 2.8380, 6.7129], [-1.3628, 1.4860, 5.7304], [-5.2049, 1.6590, 5.4368], [-3.9737, 0.4243, 5.6943], [-4.1457, 1.7531, 6.8669], [-4.7863, 3.8489, 4.6143], [-3.8865, 4.1174, 6.1170], [-3.1354, 4.5285, 4.5707], [-2.2175, -0.1936, 5.8559], [-2.3067, -1.7582, 5.0682], [0.0210, -0.4934, 6.3203], [-0.1249, -2.1560, 5.7500], [3.0647, -4.9403, 2.9229], [1.4993, -5.2025, 2.1579], [2.4836, -3.8060, 1.6778], [-0.5651, -2.8022, 3.7286], [0.2612, -2.4981, 2.1768], [-0.3502, -4.1130, 2.5775], [0.7894, -3.8940, 5.6609], [0.6688, -5.3261, 4.6169], [2.2533, -4.7894, 5.2259], [4.0685, -3.6598, 3.9594], [5.7100, -1.8359, 4.1738], [4.9591, 0.3615, 4.8956], [4.0824, 2.4115, 4.6941], [3.4152, 3.0860, 6.1931], [4.5584, 1.7457, 6.2829], [1.4752, 0.0125, 7.1836], [3.1911, 0.2817, 7.5005], [2.0300, 1.6146, 7.7194], [0.5182, 1.3934, 4.8695], [1.0850, 2.7693, 5.8345], [1.6802, 2.5129, 4.1760], [-0.6993, 1.2574, 1.8481], [1.6323, -1.4943, 0.9632], [4.1534, -1.2774, 0.7745], [3.9301, 2.7952, 2.1308], [1.3929, 2.6730, 2.0462], [-2.8058, 2.2869, -2.1384], [-1.4244, 2.7180, -1.8730], [-0.9072, 3.7962, -2.5139], [0.4546, 3.9105, -2.2681], [0.8168, 2.8307, -1.4225], [2.1686, 2.6173, -1.1903], [3.1139, 3.5171, -1.6945], [2.7260, 4.5898, -2.5187], [1.3750, 4.7812, -2.8389], [-0.3966, 2.0766, -1.1140], [-0.5380, 0.8470, -0.3600], [-0.2368, -0.3720, -1.1238], [1.0411, -0.6671, -1.6472], [1.3064, -1.9078, -2.2161], [0.2845, -2.8498, -2.3824], [0.5794, -4.1963, -2.9653], [-1.0200, -2.5019, -2.0227], [-1.2863, -1.2606, -1.4596], [-2.8875, 1.1991, -2.0327], [-3.5062, 2.7552, -1.4363], [-3.1153, 2.5621, -3.1590], [-1.4470, 4.4139, -3.1132], [2.4508, 1.7525, -0.5922], [4.1687, 3.3814, -1.4483], [3.4844, 5.2666, -2.9125], [1.0264, 5.5735, -3.5016], [-1.5072, 0.7959, 0.1539], [1.8239, 0.0889, -1.5848], [2.3206, -2.1575, -2.5372], [-0.3106, -4.8304, -2.9236], [0.8918, -4.1128, -4.0136], [1.3898, -4.6974, -2.4225], [-1.8306, -3.2172, -2.1888], [-2.3214, -0.9467, -1.2809]], "forces_ev_per_a": [[0.357, -0.278, -0.208], [0.372, 0.053, -0.288], [-0.168, 0.165, -0.045], [-0.141, 0.018, 0.269], [0.317, -0.001, -0.073], [-0.501, 0.405, 0.057], [0.201, -0.173, -0.129], [-0.654, -0.134, -0.211], [0.417, 0.120, 0.063], [0.641, 0.208, -0.193], [0.334, -0.066, 0.340], [-0.232, -0.187, -0.126], [-0.125, 0.098, -0.115], [-0.381, 0.508, -0.697], [0.068, -0.669, 0.639], [-0.899, -0.330, 0.287], [0.866, 0.140, 0.418], [-0.709, 0.122, -0.892], [0.539, -0.182, 0.224], [-0.211, -0.297, 0.012], [0.253, 0.203, 0.060], [0.146, -0.173, -0.153], [-0.504, -0.118, -0.056], [-0.016, -0.096, 0.133], [0.256, 0.089, -0.195], [-0.151, 0.067, 0.119], [0.173, -0.302, 0.142], [-0.079, 0.448, 0.052], [0.252, 0.044, -0.575], [0.223, 0.007, 0.030], [0.001, -0.253, 0.162], [-0.477, 0.182, -0.032], [-0.174, 0.167, 0.440], [0.135, 0.107, 1.134], [0.814, 0.673, -0.396], [-0.471, 0.601, 0.038], [0.768, 0.593, 0.638], [-1.686, -0.220, 0.070], [3.170, 0.262, 0.706], [-0.894, -2.013, -1.327], [-1.439, 1.951, 0.237], [0.372, -0.632, -0.294], [-0.117, -0.489, -0.222], [-0.210, -0.368, -0.100], [-0.012, 0.211, -0.043], [-0.074, -0.074, 0.309], [0.066, -0.090, -0.139], [-0.069, -0.030, 0.143], [0.122, 0.243, 0.032], [0.103, -0.141, -0.014], [0.159, 0.236, 0.026], [-0.204, 0.092, -0.150], [0.075, 0.087, 0.439], [0.058, -0.168, 0.274], [-0.236, -0.443, 0.099], [-0.096, -0.161, 0.145], [0.036, -0.062, -0.235], [0.034, 0.328, 0.060], [0.166, -0.085, 0.128], [-0.104, 0.231, 0.041], [-0.034, -0.036, -0.258], [0.163, 0.060, 0.014], [0.036, -0.138, -0.230], [-0.119, -0.045, 0.123], [0.216, -0.181, -0.268], [0.128, 0.303, -0.056], [-0.081, -0.160, -0.358], [-0.045, 0.315, -0.215], [-0.169, 0.097, -0.178], [0.118, 0.159, 0.122], [0.000, -0.121, 0.125], [0.023, -0.125, -0.252], [-0.126, -0.177, 0.149], [0.178, 0.197, 0.111], [0.102, -0.157, -0.132], [0.119, 0.134, 0.032], [-0.207, 0.038, -0.030], [-0.203, 0.399, -0.134], [-0.242, -0.016, 0.148], [-0.360, -0.201, -0.078], [-0.012, -0.053, 0.189], [-0.008, -0.230, -0.085], [-0.093, 0.165, -0.149], [0.213, 0.173, 0.095], [-0.220, 0.073, -0.029], [0.062, -0.158, -0.138], [0.050, 0.287, 0.122], [0.081, -0.147, -0.181], [-0.053, -0.044, 0.297], [0.390, -0.011, 0.467], [0.253, 0.332, 0.154], [-0.251, 0.121, 0.247], [-0.252, -0.234, 0.018], [0.248, -0.356, 0.097], [-0.711, -0.152, -0.065], [0.903, 0.000, 1.293], [-0.086, -0.196, 0.050], [0.258, -0.485, 0.101], [-0.300, 0.170, -1.018], [0.479, 0.148, 0.346], [-0.284, -0.154, 0.026], [-0.462, -0.085, 0.121], [0.290, 0.020, 0.266], [0.936, 1.489, 0.344], [-2.942, -0.778, -2.889], [0.763, -0.600, 0.134], [0.041, -0.038, 0.180], [-0.138, 0.330, -0.057], [0.048, 0.074, 0.209], [0.003, -0.280, -0.077], [0.026, 0.314, -0.276], [0.061, 0.183, 0.655], [-0.063, 0.279, -0.052], [0.087, -0.136, -0.256], [0.120, -0.138, 0.341], [0.231, -0.374, 0.129], [0.250, 0.361, -0.137], [-0.317, -0.022, -0.167], [-0.253, -0.191, 0.079], [0.270, -0.139, 0.141], [0.250, -0.188, -0.594], [-0.128, -0.412, 0.151], [-0.311, 0.152, 0.027], [0.184, 0.018, -0.052], [-0.059, -0.004, 0.182], [-0.143, 0.097, -0.092], [0.212, 0.332, -0.057], [0.425, -0.283, 0.219]], "homo_ev": -10.1, "homo_lumo_gap_ev": 5.5, "charge": 1, "max_force_ev_per_a": 4.196}